{"formula": "C4H7ClO3S", "method": "the ωB97M-V functional and the def2-TZVPD basis", "symbols": ["C", "C", "C", "C", "O", "O", "O", "S", "Cl", "H", "H", "H", "H", "H", "H", "H"], "positions_angstrom": [[-0.37, 0.99, -1.35], [0.07, 0.58, -0.05], [0.69, 0.16, 2.21], [0.82, -0.12, 0.78], [-1.98, -0.65, 1.00], [-3.75, 0.64, -0.03], [-0.85, 1.60, -0.04], [-2.68, 0.62, 0.92], [-2.72, -2.01, -1.71], [0.06, 1.61, -2.12], [-1.25, 0.52, -1.81], [0.22, -0.64, 2.83], [0.07, 1.11, 2.37], [1.68, 0.31, 2.68], [-2.65, -1.60, -0.50], [1.56, -0.87, 0.50]], "e_above_lowest_kj_mol": 275.5}

***

{"formula": "C5H10O2", "method": "the ωB97M-V functional and the def2-TZVPD basis", "symbols": ["C", "C", "C", "C", "O", "C", "O", "H", "H", "H", "H", "H", "H", "H", "H", "H", "H"], "positions_angstrom": [[-1.07, -0.87, 0.77], [-0.61, 0.13, -0.26], [0.80, -0.10, -0.79], [1.76, -0.36, 0.37], [1.55, 0.50, 1.48], [-1.55, 0.95, -1.03], [-0.86, 1.49, 0.09], [-0.97, -1.90, 0.40], [-0.44, -0.75, 1.66], [-2.11, -0.70, 1.06], [1.11, 0.79, -1.35], [0.83, -0.95, -1.48], [2.80, -0.27, 0.03], [1.63, -1.39, 0.73], [1.01, 1.25, 1.20], [-2.62, 0.81, -0.87], [-1.27, 1.35, -2.00]], "e_above_lowest_kj_mol": 209.1}

***

{"formula": "C37H55NO3SSe2Y", "method": "the ωB97M-V functional and the def2-TZVPD basis", "symbols": ["Y", "C", "C", "C", "C", "C", "C", "C", "Se", "C", "C", "C", "C", "C", "C", "O", "C", "C", "C", "C", "C", "C", "C", "C", "C", "O", "C", "C", "C", "C", "C", "C", "H", "H", "H", "H", "H", "H", "H", "H", "H", "H", "H", "H", "H", "H", "H", "H", "H", "H", "H", "H", "H", "H", "H", "H", "H", "H", "H", "H", "H", "H", "H", "H", "H", "H", "H", "H", "H", "H", "H", "H", "Se", "C", "N", "C", "C", "C", "C", "C", "C", "H", "H", "H", "H", "H", "H", "H", "H", "H", "C", "S", "C", "O", "H", "H", "H", "H", "H", "H"], "positions_angstrom": [[-1.20, -1.04, -1.81], [-0.33, 4.21, 4.80], [-0.51, 2.70, 4.63], [-1.71, 2.26, 5.49], [0.75, 2.00, 5.16], [-0.76, 2.30, 3.18], [-0.84, 0.96, 2.83], [-1.10, 0.59, 1.52], [-1.24, -1.30, 1.14], [0.64, -1.74, 1.26], [1.22, -2.03, 2.47], [2.57, -2.37, 2.54], [3.26, -2.45, 1.33], [2.70, -2.17, 0.09], [1.35, -1.72, 0.04], [0.77, -1.29, -1.05], [3.52, -2.30, -1.20], [2.80, -3.22, -2.20], [4.90, -2.92, -0.93], [3.73, -0.92, -1.83], [3.25, -2.55, 3.90], [2.45, -3.51, 4.79], [3.32, -1.17, 4.59], [4.67, -3.09, 3.77], [-1.29, 1.51, 0.46], [-1.53, 1.06, -0.75], [-1.19, 2.89, 0.82], [-0.95, 3.22, 2.16], [-1.39, 4.06, -0.16], [-2.89, 4.35, -0.31], [-0.74, 5.36, 0.35], [-0.76, 3.79, -1.54], [-0.07, 4.43, 5.83], [0.48, 4.58, 4.16], [-1.25, 4.75, 4.55], [-1.54, 2.52, 6.54], [-2.62, 2.75, 5.15], [-1.86, 1.18, 5.42], [0.95, 2.30, 6.19], [0.63, 0.91, 5.15], [1.62, 2.25, 4.55], [-0.72, 0.17, 3.56], [0.61, -1.99, 3.37], [4.30, -2.75, 1.36], [2.65, -4.22, -1.77], [1.83, -2.81, -2.48], [3.40, -3.32, -3.11], [4.82, -3.90, -0.45], [5.42, -3.05, -1.88], [5.52, -2.27, -0.30], [2.77, -0.47, -2.09], [4.24, -0.25, -1.12], [4.35, -1.00, -2.73], [1.44, -3.15, 4.97], [2.38, -4.50, 4.32], [2.94, -3.63, 5.76], [2.32, -0.77, 4.77], [3.84, -1.25, 5.55], [3.86, -0.46, 3.96], [4.68, -4.05, 3.25], [5.31, -2.39, 3.23], [5.10, -3.24, 4.77], [-0.90, 4.26, 2.41], [-3.32, 4.64, 0.65], [-3.06, 5.16, -1.03], [-3.42, 3.47, -0.67], [-1.29, 5.79, 1.19], [0.29, 5.19, 0.66], [-0.75, 6.10, -0.45], [-1.13, 2.86, -1.97], [-0.99, 4.61, -2.22], [0.33, 3.71, -1.45], [-5.36, -3.69, -1.42], [-3.68, -3.20, -1.46], [-2.56, -2.86, -1.46], [-2.22, -0.74, -7.09], [-1.07, -1.64, -6.61], [-1.43, -3.11, -6.86], [0.21, -1.29, -7.38], [-0.86, -1.42, -5.17], [-0.70, -1.22, -3.98], [-2.40, -0.89, -8.16], [-1.98, 0.31, -6.92], [-3.13, -0.98, -6.54], [-1.54, -3.31, -7.93], [-2.38, -3.35, -6.37], [-0.66, -3.77, -6.45], [0.04, -1.37, -8.46], [1.02, -1.97, -7.10], [0.53, -0.27, -7.15], [-5.44, 1.22, -2.76], [-3.85, 1.04, -1.90], [-4.58, 0.42, -0.37], [-3.25, -0.16, -2.57], [-6.03, 0.31, -2.65], [-5.21, 1.40, -3.81], [-5.97, 2.08, -2.33], [-5.28, 1.16, 0.02], [-3.79, 0.25, 0.35], [-5.09, -0.52, -0.61]], "e_above_lowest_kj_mol": 36.9, "total_charge": -1}

***

| no. | HOMO level (eV) |
| --- | --- |
| 1 | -9.59 |
| 2 | -10.17 |
| 3 | -5.12 |